[1]
# C23H26ClIrN2O3PS3

C23H26ClIrN2O3PS3 as an isolated structure (ωB97M-V/def2-TZVPD, the Open Molecules 2025 dataset).

XYZ file:
```
60
Properties=species:S:1:pos:R:3:forces:R:3
Ir -0.3420 0.8927 0.6382 -0.1 -0.1 0.0
Cl 0.1863 1.9081 2.6969 0.0 0.0 0.0
C -0.1655 0.7064 3.9476 0.0 0.0 0.0
C 0.1836 1.0344 5.2434 0.0 0.0 0.0
C -0.0670 0.1034 6.2391 0.0 0.0 0.0
C -0.6439 -1.1218 5.9275 0.0 0.0 0.0
C -0.9822 -1.4178 4.6186 0.0 0.0 0.0
C -0.7562 -0.4929 3.5971 0.0 0.0 0.0
P -1.2220 -0.8392 1.8763 0.0 0.1 0.0
C -0.6885 -2.5495 1.6342 0.0 0.0 0.0
C -1.5215 -3.5063 1.0614 0.0 0.0 0.0
C -1.0623 -4.8039 0.8813 0.0 0.0 0.0
C 0.2205 -5.1513 1.2744 0.0 0.0 0.0
C 1.0518 -4.2013 1.8550 0.0 0.0 0.0
C 0.6015 -2.9053 2.0339 0.0 0.0 0.0
C -3.0226 -0.8138 1.7993 0.0 0.0 0.0
C -3.8146 -0.6187 2.9262 0.0 0.0 0.0
C -5.1964 -0.5805 2.8000 0.0 0.0 0.0
C -5.7860 -0.7359 1.5558 0.0 0.0 0.0
C -4.9972 -0.9222 0.4273 0.0 0.0 0.0
C -3.6193 -0.9539 0.5441 0.0 0.0 0.0
H 0.6427 1.9871 5.4690 0.0 0.0 0.0
H 0.1988 0.3358 7.2612 0.0 0.0 0.0
H -0.8279 -1.8477 6.7073 0.0 0.0 0.0
H -1.4245 -2.3760 4.3741 0.0 0.0 0.0
H -2.5294 -3.2514 0.7646 0.0 0.0 0.0
H -1.7151 -5.5441 0.4386 0.0 0.0 0.0
H 0.5723 -6.1651 1.1372 0.0 0.0 0.0
H 2.0495 -4.4725 2.1733 0.0 0.0 0.0
H 1.2517 -2.1763 2.5027 0.0 0.0 0.0
H -3.3662 -0.4873 3.9017 0.0 0.0 0.0
H -5.8100 -0.4244 3.6770 0.0 0.0 0.0
H -6.8631 -0.7024 1.4610 0.0 0.0 0.0
H -5.4561 -1.0275 -0.5465 0.0 0.0 0.0
H -3.0058 -1.0679 -0.3415 0.0 0.0 0.0
O -2.2637 1.8078 0.2898 0.0 0.0 0.0
S -1.7531 1.8100 -1.1347 0.0 0.0 0.0
O -1.1659 0.3802 -1.1983 0.0 0.0 0.0
O -2.6498 2.1560 -2.1723 0.0 0.0 0.0
S -0.0159 2.8178 -0.8525 0.0 0.0 0.0
C 2.8507 1.7574 -2.7893 0.0 0.0 0.0
N 2.4817 0.6857 -1.8650 0.0 0.0 0.0
C 1.5952 -0.3164 -2.4520 0.0 0.0 0.0
C 2.7556 0.7394 -0.5669 0.0 0.0 0.0
S 1.7856 -0.1073 0.6189 0.0 0.0 0.1
N 3.8636 1.3619 -0.1496 0.0 0.0 0.0
C 5.0826 1.4130 -0.9569 0.0 0.0 0.0
C 4.0408 1.8141 1.2283 0.0 0.0 0.0
H 1.9592 2.0175 -3.3584 0.0 0.0 0.0
H 3.6345 1.4434 -3.4792 0.0 0.0 0.0
H 3.1709 2.6371 -2.2397 0.0 0.0 0.0
H 2.0240 -0.6158 -3.4082 0.0 0.0 0.0
H 0.6028 0.0990 -2.6113 0.0 0.0 0.0
H 1.5221 -1.1807 -1.7999 0.0 0.0 0.0
H 5.0161 0.7084 -1.7802 0.0 0.0 0.0
H 5.9166 1.1217 -0.3187 0.0 0.0 0.0
H 5.2760 2.4130 -1.3453 0.0 0.0 0.0
H 3.0804 2.0366 1.6797 0.0 0.0 0.0
H 4.6468 2.7192 1.2084 0.0 0.0 0.0
H 4.5512 1.0573 1.8259 0.0 0.0 0.0
```
Forces are in eV/Å.

As for the gap between HOMO and LUMO: 0.3174 Eh. As for the multiplicity: 1. The HOMO energy comes out at -11.6 eV. The net charge is +1. The energy above the lowest of the compared OMol25 structures with the same formula, charge and spin is 20.6 kJ/mol.

***

[2]
# C23H26F2N4O2SeW

C23H26F2N4O2SeW as an isolated structure (ωB97M-V/def2-TZVPD, the Open Molecules 2025 dataset).

XYZ file:
```
59
Properties=species:S:1:pos:R:3:forces:R:3
W -0.7458 0.0509 -0.6957 0.4 -0.8 0.3
C -0.1937 -2.0603 -2.8633 0.0 0.0 0.1
N -0.1603 -2.0810 -1.3555 0.0 0.0 -0.1
C -1.1072 -3.1821 -0.9561 0.1 0.0 0.0
C -1.5510 -3.2442 0.4962 0.0 0.0 0.0
C -2.4178 -2.0947 0.9847 0.0 0.1 0.0
N -1.7046 -0.7918 1.0810 -0.1 0.0 0.2
C -1.7415 -0.2374 2.2557 0.0 0.0 0.0
C -1.2324 1.0373 2.6444 0.0 0.1 0.0
C -1.2959 1.4415 3.9900 0.0 0.0 0.0
C -0.8636 2.6972 4.3480 0.0 0.0 0.0
C -0.3880 3.5767 3.3713 0.0 0.0 0.0
C -0.3353 3.2176 2.0347 0.0 -0.1 0.1
C -0.7549 1.9435 1.6915 0.2 -0.1 0.0
O -0.7446 1.5574 0.4049 -0.4 0.3 0.0
C 1.2613 -2.4632 -1.0317 0.0 0.0 0.0
C 1.6477 -2.6980 0.4225 0.0 0.0 0.0
C 1.2680 -1.5597 1.3789 0.0 0.0 0.0
N 1.1020 -0.3299 0.5994 0.0 0.2 0.1
C 2.1094 0.4741 0.5709 0.0 0.0 0.0
C 2.3240 1.5237 -0.3902 0.0 0.1 0.0
C 3.3325 2.4786 -0.1993 0.0 0.0 0.0
C 3.6269 3.3777 -1.2021 0.0 0.0 0.1
C 2.9554 3.3057 -2.4216 -0.1 0.0 -0.1
C 1.9757 2.3509 -2.6536 0.2 0.0 0.1
C 1.6640 1.4865 -1.6241 -0.1 -0.2 0.0
O 0.6948 0.5352 -1.7954 0.1 0.2 -0.2
H 0.0698 -3.0544 -3.2266 0.0 0.0 0.0
H 0.5248 -1.3376 -3.2371 0.0 0.0 0.0
H -1.1885 -1.8075 -3.2154 0.0 0.0 0.0
H -0.6182 -4.1197 -1.2324 0.0 0.0 0.0
H -1.9861 -3.0877 -1.5915 0.0 0.0 0.0
H -0.7170 -3.4028 1.1749 0.0 0.0 0.0
H -2.1607 -4.1470 0.5804 0.0 0.0 0.0
H -2.8051 -2.3384 1.9735 0.0 0.0 0.0
H -3.2759 -1.9558 0.3292 0.0 0.0 0.0
H -2.2324 -0.7958 3.0519 0.0 0.0 0.0
H -1.6877 0.7598 4.7347 0.0 0.0 0.0
H -0.9041 3.0122 5.3809 0.0 0.0 0.0
H -0.0631 4.5666 3.6635 0.0 0.0 0.0
H 0.0106 3.8982 1.2691 0.0 0.0 0.0
H 1.8807 -1.6753 -1.4579 0.0 0.0 0.0
H 1.4733 -3.3736 -1.5964 0.0 0.0 0.0
H 2.7348 -2.8013 0.4050 0.0 0.0 0.0
H 1.2716 -3.6512 0.7916 0.0 0.0 0.0
H 2.0436 -1.4162 2.1321 0.0 0.0 0.0
H 0.3445 -1.7757 1.9046 0.0 0.0 0.0
H 2.9195 0.3028 1.2817 0.0 0.0 0.0
H 3.8780 2.5006 0.7362 0.0 0.0 0.0
H 4.3931 4.1249 -1.0524 0.0 0.0 0.0
H 3.2029 4.0054 -3.2088 0.0 0.0 0.0
H 1.4531 2.2850 -3.5970 0.0 0.0 0.0
Se -4.8611 -1.1828 -2.8426 0.1 0.0 0.0
C -3.4233 -0.8186 -2.0366 -0.1 0.0 0.0
N -2.3902 -0.5938 -1.4518 -0.2 0.0 -0.2
F -1.4700 1.2512 -3.2419 -0.1 0.0 0.0
C -1.5914 1.6669 -1.9578 0.0 0.1 0.1
F -0.9104 2.8193 -1.8452 0.0 0.0 0.0
H -2.6402 1.8298 -1.7034 0.0 0.2 -0.1
```
Forces are in eV/Å.

As for the gap between HOMO and LUMO: 0.2494 Eh. As for the multiplicity: 1. The HOMO energy comes out at -14.6 eV. The net charge is +2.

***

[3]
# C23H26F5N5OS5V

C23H26F5N5OS5V as an isolated structure (ωB97M-V/def2-TZVPD, the Open Molecules 2025 dataset).

XYZ file:
```
66
Properties=species:S:1:pos:R:3:forces:R:3
V 1.4652 -0.6991 1.2140 0.6 -0.6 0.1
C -3.2371 3.3528 -2.3770 0.0 0.0 0.0
C -1.8835 3.5887 -1.7165 0.1 -0.1 -0.1
N -1.9586 3.6838 -0.2688 0.0 0.2 0.1
C -1.9600 5.0105 0.3229 0.0 0.0 -0.1
C -3.3483 5.6307 0.4436 0.0 0.0 0.0
C -1.9772 2.5356 0.4725 0.1 0.1 -0.1
S -2.1214 2.6691 2.1946 0.0 -0.1 0.0
N -2.0104 1.4332 -0.2376 0.0 -0.2 0.2
C -1.4610 0.2387 0.0196 -0.8 0.0 -0.4
O -0.3735 0.0419 0.5527 -0.2 0.2 0.2
C -2.2555 -0.9365 -0.5046 0.2 0.2 0.1
C -1.6477 -2.1846 -0.5656 -0.1 0.0 -0.1
C -2.3718 -3.2782 -1.0207 0.0 0.1 0.0
C -3.6987 -3.1274 -1.4009 0.0 -0.1 0.0
C -4.3070 -1.8776 -1.3413 0.1 0.0 0.0
C -3.5812 -0.7823 -0.8994 0.0 -0.1 0.0
H -3.1171 3.2324 -3.4557 0.0 0.0 0.0
H -3.9248 4.1801 -2.1973 0.0 0.0 0.0
H -3.6807 2.4432 -1.9789 0.0 -0.1 0.0
H -1.4395 4.5181 -2.0801 0.0 0.0 0.0
H -1.2077 2.7723 -1.9744 0.0 0.1 0.0
H -1.3120 5.6454 -0.2910 0.0 0.0 0.0
H -1.5141 4.9388 1.3108 0.0 0.0 0.0
H -3.8130 5.7795 -0.5324 0.0 0.0 0.0
H -3.2849 6.6016 0.9405 0.0 0.0 0.0
H -3.9851 4.9788 1.0400 0.0 0.0 0.0
H -0.5985 -2.2787 -0.3113 0.0 0.0 0.0
H -1.8861 -4.2439 -1.0840 0.0 0.0 0.0
H -4.2621 -3.9846 -1.7528 0.0 0.0 0.0
H -5.3412 -1.7566 -1.6435 0.0 0.0 0.0
H -4.0312 0.2005 -0.8507 0.0 0.0 0.0
N 0.8525 0.6878 2.8074 -0.6 0.1 0.3
N -0.3369 0.3403 3.5248 0.0 -0.2 -0.1
C -0.8237 -0.9397 3.4607 0.2 0.2 0.0
N -2.0461 -1.0452 4.0434 0.0 0.0 0.1
S -0.0708 -2.2648 2.8028 0.1 0.2 -0.1
H 1.5067 1.0696 3.4809 0.1 -0.1 0.0
H 0.5677 1.4505 2.1815 0.2 -0.1 0.0
H -1.0585 1.0478 3.3429 -0.1 0.0 0.0
H -2.3505 -0.3366 4.6886 0.0 0.0 0.0
H -2.4244 -1.9709 4.1233 0.0 0.0 0.0
C 2.0708 -1.1873 -3.4361 0.0 0.0 0.0
C 2.1433 -0.7228 -1.9955 0.0 0.0 0.0
S 2.0026 -2.0277 -0.8068 -0.1 -0.1 0.0
C 2.3540 0.5649 -1.6672 0.0 0.0 0.0
C 2.5364 1.6496 -2.6989 0.0 0.0 0.0
S 2.5123 1.1434 -0.0048 0.1 0.2 -0.1
H 1.6180 -2.1772 -3.4740 0.0 0.0 0.0
H 3.0665 -1.2650 -3.8891 0.0 0.0 0.0
H 1.4725 -0.5201 -4.0621 0.0 0.0 0.0
H 2.5223 1.2761 -3.7232 0.0 0.0 0.0
H 3.4916 2.1583 -2.5355 0.0 0.0 0.0
H 1.7572 2.4119 -2.5943 0.0 0.0 0.0
F 6.1178 -6.1809 0.2159 0.1 -0.1 -0.1
C 5.5227 -5.1059 0.7681 -0.1 0.2 0.1
C 4.1507 -5.0623 0.9314 0.1 0.1 0.0
F 3.4116 -6.1136 0.5432 -0.1 -0.1 0.0
C 3.5515 -3.9577 1.5063 0.0 -0.1 0.0
F 2.2281 -4.0240 1.6865 0.0 0.0 0.0
C 4.2645 -2.8377 1.9366 0.2 0.1 0.0
S 3.5234 -1.4382 2.6425 0.0 0.1 0.1
C 5.6519 -2.9318 1.7645 -0.1 0.0 0.0
F 6.4553 -1.9316 2.1558 0.0 0.1 0.0
C 6.2731 -4.0268 1.1971 -0.2 -0.1 0.0
F 7.6119 -4.0584 1.0567 0.2 0.0 0.0
```
Forces are in eV/Å.

As for the gap between HOMO and LUMO (alpha / beta): 0.1552 / 0.1702 Eh. As for the multiplicity: 4. The HOMO energy (alpha / beta) comes out at 0.0 / -0.4 eV. The net charge is -2. The energy above the lowest of the compared OMol25 structures with the same formula, charge and spin is 0.0 kJ/mol.

***

[4]
# C23H26F7N3O8

A 2-piece molecular cluster, C23H26F7N3O8 overall (ωB97M-V/def2-TZVPD, the Open Molecules 2025 dataset).

XYZ file:
```
67
Properties=species:S:1:pos:R:3:forces:R:3
C -4.4163 2.2303 1.7933 0.7 0.0 -0.3
C -4.8837 2.5323 0.2486 -0.2 -0.1 0.1
C -3.6624 2.4166 -0.8613 -0.1 0.0 -0.7
C -4.0517 1.4515 -2.1545 -1.1 0.1 0.5
C -4.3062 -0.0969 -1.6804 -0.6 0.1 -1.0
C -2.9871 -1.0811 -1.8202 -1.4 -0.6 0.1
C -2.5617 -1.5794 -0.3174 1.2 -1.0 -0.2
C -1.0250 -1.2226 0.1270 2.0 -3.1 2.4
C -0.2252 -2.2510 0.9058 -0.4 4.2 -1.6
N -0.7439 -3.6116 1.3149 2.3 -2.4 0.8
C -0.2226 -4.0503 2.6688 -0.8 2.5 7.5
O -0.5032 -3.4199 3.8431 2.1 -4.4 -9.1
F 0.6617 -5.2666 2.8161 -3.2 3.8 -1.5
C -0.4278 -4.6898 0.3016 5.2 0.8 -5.1
O 0.5654 -4.4426 -0.5688 -7.7 -2.6 5.9
F -1.2655 -5.9302 0.3141 2.9 4.6 0.3
C 1.3173 -1.8065 1.3751 3.2 -2.8 -0.7
O 2.3524 -2.6541 1.3277 -6.7 5.5 0.8
C 1.4469 -0.2092 1.8538 -1.7 2.1 -2.0
C 2.3904 0.1392 3.1487 -1.0 -1.4 -0.1
C 1.4954 0.8897 4.3435 1.5 0.4 -0.2
N 1.8744 0.2930 5.6809 -1.0 -0.2 -1.0
C 0.6619 0.8147 1.0580 1.8 -4.3 2.3
N 0.7811 2.2612 1.4817 0.3 1.0 -2.2
C 2.1222 2.8706 1.1391 5.4 -1.7 -3.8
O 3.0866 2.2670 0.3969 -7.2 4.6 5.9
F 2.3930 4.2355 1.7268 -1.6 -4.8 -1.8
C -0.3744 3.1147 1.0085 -2.2 4.4 -5.4
O -0.4986 3.6993 -0.1856 1.2 -4.4 9.0
F -1.4674 3.3786 2.0003 4.0 -1.4 -2.8
C -0.2604 0.2316 -0.1747 0.2 2.7 -4.1
O -0.3282 0.8902 -1.3343 0.1 -4.3 7.3
H -4.3106 3.2769 2.3560 -0.1 -2.6 -1.0
H -5.1253 1.4864 2.3699 1.2 1.8 -1.2
H -3.3611 1.6775 1.7327 -2.2 1.3 0.4
H -5.2943 3.6323 0.1830 0.6 -2.3 0.1
H -5.7710 1.7901 0.0119 1.8 1.6 0.2
H -2.6708 1.9594 -0.3829 -2.2 1.2 -0.9
H -3.4741 3.5208 -1.2741 0.0 -2.6 1.0
H -5.0854 1.8335 -2.6134 2.2 -0.7 1.0
H -3.2740 1.4989 -3.0283 -1.3 -0.1 1.9
H -4.7794 -0.1268 -0.5883 1.2 0.1 -2.3
H -5.1620 -0.5259 -2.3910 1.9 0.8 1.5
H -3.3718 -2.0423 -2.4149 1.0 2.0 1.4
H -2.1175 -0.6364 -2.4647 -1.7 -0.6 1.6
H -2.6367 -2.7707 -0.3221 0.3 2.7 0.3
H -3.2665 -1.2108 0.5463 1.4 -0.5 -1.8
H 3.3706 0.7195 2.8783 -2.0 -1.0 0.3
H 2.6964 -0.9096 3.6272 -0.6 2.2 -1.3
H 1.8631 2.0184 4.3328 -1.3 -2.2 0.0
H 0.3407 0.7691 4.1969 2.3 0.4 0.1
H 2.8123 -0.1640 5.6762 -1.4 0.4 0.0
H 1.1039 -0.3598 5.9445 1.4 0.5 -0.2
C 3.6076 -1.3817 -1.8339 -0.1 -0.2 -0.3
C 4.2170 -0.0458 -2.2174 -0.5 0.0 0.7
O 4.9766 -0.1673 -3.4299 -0.4 0.2 -2.0
C 4.2592 -0.1258 -4.5985 -2.3 0.3 2.4
O 3.0384 -0.0023 -4.6477 2.9 -0.3 -0.5
C 5.1932 -0.2166 -5.8057 1.5 -0.3 -2.1
F 6.1444 -1.1847 -5.6656 -1.0 0.7 0.3
F 5.8675 0.9498 -6.0185 -0.8 -0.8 0.5
F 4.5380 -0.4960 -6.9663 0.2 0.3 1.4
H 4.3825 -2.1529 -1.7688 -0.1 0.2 0.1
H 3.0966 -1.3113 -0.8696 0.1 0.0 -0.1
H 2.8868 -1.7177 -2.5846 0.0 0.1 0.1
H 4.9140 0.2763 -1.4366 0.1 0.0 -0.4
H 3.4538 0.7356 -2.3100 0.1 -0.2 -0.2
```
Forces are in eV/Å.

As for the gap between HOMO and LUMO: 0.2599 Eh. As for the multiplicity: 1. The HOMO energy comes out at -9.8 eV. Its SMILES is CCCCCCCC1=C(N(C(=O)F)C(=O)F)C(=O)C(CCN)=C(N(C(=O)F)C(=O)F)C1=O.CCOC(=O)C(F)(F)F.